(1)
Below is 2 unconnected molecules or ions with the total composition C4H9N2O in a non-equilibrium geometry, with properties calculated with wB97M-V/def2-TZVPD.

```
16
C4H9N2O wB97M-V/def2-TZVPD
C -1.770 0.428 -0.191
C 2.117 -0.309 -0.219
C 1.880 -0.980 -1.219
C 2.192 0.560 0.909
N -1.315 -0.762 -0.379
N -2.484 0.815 0.835
O -0.869 -1.042 -1.597
H -1.758 1.116 -0.972
H 2.128 -1.400 -2.194
H 0.045 -1.482 -1.571
H -1.213 -1.252 0.435
H 1.255 0.845 1.196
H 2.752 1.415 0.786
H 2.587 0.148 1.806
H -2.892 1.786 0.842
H -2.656 0.115 1.533
```

The calculation puts the energy above the lowest of the compared OMol25 structures with the same formula, charge and spin at 5.415 eV. The charge is +1. Its total energy is -342.1583 Ha. The calculation puts the highest occupied orbital energy at -13.79 eV.



(2)
Below is 3 unconnected molecules or ions with the total composition CH10N3O2 in a non-equilibrium geometry, with properties calculated with wB97M-V/def2-TZVPD.

```
16
CH10N3O2 wB97M-V/def2-TZVPD
N -0.624 0.541 -0.528
C -1.336 -0.411 0.008
N -1.016 -1.081 1.171
N -2.593 -0.664 -0.478
H 0.163 0.877 0.119
H -0.859 1.049 -1.350
H -1.149 -0.569 1.994
H -1.130 -2.051 1.211
H -2.907 -0.237 -1.348
H -3.186 -1.373 0.042
H 1.961 0.680 0.394
H 2.153 0.994 1.917
O 1.467 0.909 1.242
H 2.537 0.794 -1.964
H 3.750 0.246 -1.252
O 2.769 0.295 -1.176
```

The calculation puts the energy above the lowest of the compared OMol25 structures with the same formula, charge and spin at 1.211 eV. The charge is +2. Its total energy is -358.0847 Ha. The calculation puts the highest occupied orbital energy (alpha / beta) at -19.62 / -19.39 eV. As for the spin multiplicity: 2. The expectation value of S² is 0.76.



(3)
Below is a single C16H19BCl2N2O4 molecule in a non-equilibrium geometry, with properties calculated with wB97M-V/def2-TZVPD.

```
44
C16H19BCl2N2O4 wB97M-V/def2-TZVPD
C -1.184 3.823 -3.423
C -1.209 2.724 -2.694
C -0.784 1.414 -3.312
O -0.261 1.439 -4.402
N -1.008 0.201 -2.665
C -1.387 0.180 -1.218
C -0.196 0.428 -0.395
O 0.295 1.540 -0.316
N 0.260 -0.619 0.360
C 1.390 -0.425 1.283
C 1.227 -1.247 2.566
C 0.019 -0.892 3.382
C -0.037 -1.093 4.730
C -1.060 -0.525 5.457
C -2.093 0.152 4.866
Cl -3.511 0.448 5.778
C -2.064 0.312 3.486
Cl -3.420 0.940 2.571
C -0.984 -0.163 2.766
B 2.796 -0.758 0.587
O 3.491 -1.873 1.009
O 3.105 0.050 -0.469
C -0.401 -1.004 -3.120
C 1.118 -1.119 -3.151
C 0.336 -1.119 -4.431
H -0.888 3.758 -4.453
H -1.387 4.797 -3.049
H -1.403 2.786 -1.609
H -2.099 0.963 -0.994
H -1.883 -0.754 -1.001
H -0.037 -1.603 0.164
H 1.458 0.632 1.508
H 1.157 -2.303 2.240
H 2.166 -1.172 3.150
H 0.728 -1.637 5.264
H -1.036 -0.662 6.541
H -0.935 0.128 1.717
H 4.318 -2.077 0.537
H 2.373 0.684 -0.594
H -0.962 -1.882 -2.787
H 1.719 -0.226 -2.952
H 1.630 -2.018 -2.797
H 0.417 -0.226 -5.086
H 0.227 -2.000 -5.044
```

The calculation puts the energy above the lowest of the compared OMol25 structures with the same formula, charge and spin at 0.774 eV. The SMILES is C=CC(=O)N(CC(=O)N[C@@H](Cc1ccc(Cl)c(Cl)c1)B(O)O)C1CC1. Its total energy is -1976.8664 Ha. The calculation puts the highest occupied orbital energy at -9.11 eV.



(4)
Below is 2 unconnected molecules or ions with the total composition C3H4FN in a non-equilibrium geometry, with properties calculated with wB97M-V/def2-TZVPD.

```
9
C3H4FN wB97M-V/def2-TZVPD
C -1.444 -1.347 1.166
C -0.070 0.846 0.273
C 0.790 0.368 -0.808
N -1.788 -2.337 1.650
F 0.355 0.485 -2.117
H -1.041 1.044 0.235
H 0.304 0.714 1.212
H 1.094 -0.617 -0.649
H 1.801 0.844 -0.962
```

The calculation puts the energy above the lowest of the compared OMol25 structures with the same formula, charge and spin at 4.801 eV. Its total energy is -271.1268 Ha. The calculation puts the highest occupied orbital energy (alpha / beta) at -10.96 / -10.10 eV.



(5)
Below is a single C3H8N2O2 molecule in a non-equilibrium geometry, with properties calculated with wB97M-V/def2-TZVPD.

```
15
C3H8N2O2 wB97M-V/def2-TZVPD
C 1.306 -0.396 -0.385
C 0.007 0.359 -0.095
C -1.316 -0.403 -0.172
N 0.065 0.981 1.152
O 0.017 1.454 -1.224
N -1.161 2.467 -1.069
O -1.178 3.348 -1.831
H 2.096 0.306 -0.289
H 1.339 -1.201 0.295
H 1.306 -0.996 -1.400
H -2.040 0.125 0.391
H -1.282 -1.482 0.165
H -1.434 -0.700 -1.248
H 1.008 1.335 1.395
H -0.748 1.708 1.377
```

The calculation puts the energy above the lowest of the compared OMol25 structures with the same formula, charge and spin at 4.712 eV. The SMILES is CC(C)(N)ON=O. Its total energy is -378.9678 Ha. The calculation puts the highest occupied orbital energy at -9.67 eV.



(6)
Below is a gas-phase ion, C2H6N3O2 (charge -1) in a non-equilibrium geometry, with properties calculated with wB97M-V/def2-TZVPD.

```
13
C2H6N3O2 wB97M-V/def2-TZVPD
C -0.345 1.719 -0.246
N 0.100 0.355 -0.415
C -0.873 -0.653 -0.590
N 0.866 -0.076 1.023
N 1.497 -1.171 0.919
O 1.664 -1.877 -0.088
O 2.045 -1.497 2.003
H -0.397 2.227 -1.251
H -1.414 1.553 0.117
H 0.355 2.193 0.615
H -0.369 -1.539 -0.578
H -1.871 -0.674 0.024
H -1.259 -0.561 -1.534
```

The calculation puts the energy above the lowest of the compared OMol25 structures with the same formula, charge and spin at 7.308 eV. The charge is -1. The SMILES is CN(C)N=[N+]([O-])[O-]. Its total energy is -394.3916 Ha. The calculation puts the highest occupied orbital energy at -3.77 eV.



(7)
Below is a single H2N2O4S molecule in a non-equilibrium geometry, with properties calculated with wB97M-V/def2-TZVPD.

```
9
H2N2O4S wB97M-V/def2-TZVPD
N -1.282 0.211 -0.055
N -0.222 0.775 -0.114
O -2.359 0.460 -0.536
O -1.272 -0.961 0.845
O 2.268 0.951 0.378
O 1.409 -1.029 -1.104
S 1.273 -0.324 0.151
H -2.007 -1.655 0.721
H 2.192 1.572 -0.286
```

The calculation puts the energy above the lowest of the compared OMol25 structures with the same formula, charge and spin at 2.604 eV. Its total energy is -809.6826 Ha. The calculation puts the highest occupied orbital energy at -10.54 eV.



(8)
Below is 2 unconnected molecules or ions with the total composition C17H34BF4N3O3P2S, with properties calculated with wB97M-V/def2-TZVPD.

```
65
C17H34BF4N3O3P2S wB97M-V/def2-TZVPD
C -2.279 -1.869 1.396
P -2.078 -1.499 -0.393
C -3.559 -2.319 -1.134
C -0.613 -2.621 -0.841
P 0.712 -2.117 0.402
N 0.698 -0.619 0.776
C -0.001 -2.433 -2.259
C -0.999 -2.304 -3.403
F -1.786 -3.426 -3.424
F -1.825 -1.233 -3.211
C -0.367 -2.096 -4.818
F 0.989 -2.179 -4.749
F -0.792 -3.050 -5.661
C 0.817 -3.719 -2.459
C 0.101 -4.697 -1.587
S 0.293 -6.407 -1.649
N -0.709 -4.133 -0.748
B -1.628 -4.933 0.178
O -2.809 -5.402 -0.247
O -1.135 -5.134 1.407
H -1.539 -1.285 1.943
H -2.236 -2.907 1.718
H -3.264 -1.478 1.656
H -4.300 -2.457 -0.347
H -3.967 -1.640 -1.878
H -3.391 -3.285 -1.599
H 1.877 -2.652 -0.182
H 0.400 -3.062 1.397
H 1.569 -0.124 0.605
H 0.599 -1.521 -2.239
H -0.635 -1.112 -5.199
H 0.855 -4.079 -3.485
H 1.853 -3.621 -2.136
H 0.832 -6.396 -2.875
H -2.948 -5.506 -1.194
H -1.652 -5.751 1.941
C -0.509 3.292 2.816
C 0.998 3.071 2.655
C 1.796 4.285 3.144
C 1.680 5.493 2.218
C 2.067 5.131 0.786
C 1.291 3.931 0.225
N 1.370 2.807 1.220
O 2.393 2.057 1.073
C -0.159 4.313 -0.089
C 1.927 3.449 -1.074
C 1.367 1.829 3.453
H -0.754 3.210 3.875
H -0.850 4.267 2.485
H -1.068 2.526 2.275
H 2.849 3.995 3.219
H 1.459 4.533 4.153
H 0.668 5.906 2.249
H 2.340 6.284 2.577
H 1.901 5.981 0.119
H 3.136 4.900 0.750
H -0.762 3.422 -0.270
H -0.166 4.920 -0.995
H -0.636 4.901 0.689
H 2.985 3.235 -0.951
H 1.812 4.232 -1.825
H 1.432 2.546 -1.434
H 0.873 0.958 3.019
H 1.042 1.938 4.489
H 2.439 1.653 3.444
```

The charge is +1. Its total energy is -2563.1722 Ha. The calculation puts the highest occupied orbital energy (alpha / beta) at -9.66 / -10.97 eV. As for the spin multiplicity: 2. The expectation value of S² is 0.75.



(9)
Below is 2 unconnected molecules or ions with the total composition C8H7NS in a non-equilibrium geometry, with properties calculated with wB97M-V/def2-TZVPD.

```
17
C8H7NS wB97M-V/def2-TZVPD
C 1.128 0.008 1.006
C 0.526 1.263 0.959
C -0.831 1.574 0.915
C -1.926 0.715 0.945
C -1.933 -0.676 0.924
C -0.843 -1.544 0.894
C 0.512 -1.239 0.963
H 2.220 -0.012 0.936
H 1.220 2.107 0.980
H -1.064 2.642 0.860
H -2.910 1.195 0.965
H -2.920 -1.149 0.916
H -1.083 -2.608 0.816
H 1.201 -2.090 0.997
N 2.579 0.150 2.890
C 3.655 0.591 3.170
S 5.089 1.154 3.645
```

The calculation puts the energy above the lowest of the compared OMol25 structures with the same formula, charge and spin at 1.668 eV. Its total energy is -761.8707 Ha. The calculation puts the highest occupied orbital energy at -6.88 eV.



(10)
Below is a molecular structure, CH4ClOP in a non-equilibrium geometry, with properties calculated with wB97M-V/def2-TZVPD.

```
8
CH4ClOP wB97M-V/def2-TZVPD
C 0.262 -0.620 -0.204
O -1.031 1.696 0.603
P -0.947 0.421 -1.141
Cl -2.565 -0.694 -0.919
H 0.832 -0.043 0.631
H 0.782 -1.020 -1.025
H -0.179 -1.451 0.323
H -1.179 2.626 0.583
```

The calculation puts the energy above the lowest of the compared OMol25 structures with the same formula, charge and spin at 2.240 eV. Its total energy is -917.2503 Ha. The calculation puts the highest occupied orbital energy at -9.83 eV.



(11)
Below is 3 unconnected molecules or ions with the total composition C22H38IN4O4P in a non-equilibrium geometry, with properties calculated with wB97M-V/def2-TZVPD.

```
70
C22H38IN4O4P wB97M-V/def2-TZVPD
C -4.627 -0.132 2.206
C -4.566 0.715 0.939
I -6.295 2.027 0.931
C -3.269 1.509 0.815
P -2.032 0.599 -0.344
C -0.862 -0.541 -1.404
C -0.704 -1.967 -0.844
C -1.788 -2.859 -1.383
O -1.610 -3.680 -2.238
O -3.065 -2.588 -0.931
C -0.700 1.819 0.120
C 0.284 1.398 1.188
O 0.632 2.198 2.032
N 0.787 0.063 1.194
C 0.975 -0.412 2.570
C 2.020 -0.052 0.389
C -3.045 1.015 -1.856
C -2.206 1.676 -2.932
O -1.660 2.734 -2.662
N -2.052 1.114 -4.206
C -0.670 0.879 -4.621
C -2.933 0.003 -4.552
H -5.599 -0.608 2.333
H -4.422 0.485 3.082
H -3.864 -0.916 2.153
H -4.731 0.061 0.080
H -2.797 1.541 1.806
H -3.438 2.540 0.505
H -2.374 -0.571 0.405
H -1.269 -0.668 -2.410
H 0.110 -0.059 -1.500
H 0.245 -2.384 -1.186
H -0.682 -1.955 0.250
H -3.135 -2.857 -0.005
H -1.182 2.705 0.531
H -0.163 2.152 -0.773
H 0.098 -0.147 3.162
H 1.050 -1.500 2.562
H 1.854 0.022 3.056
H 2.812 -0.526 0.969
H 2.400 0.927 0.085
H 1.842 -0.628 -0.521
H -3.798 1.742 -1.545
H -3.568 0.109 -2.157
H -0.006 1.603 -4.155
H -0.592 0.993 -5.705
H -0.347 -0.138 -4.376
H -3.942 0.193 -4.194
H -2.580 -0.954 -4.142
H -2.978 -0.101 -5.637
C 5.353 3.310 4.737
C 4.685 2.613 3.692
C 3.372 3.005 3.709
N 3.225 3.910 4.723
C 4.424 4.103 5.354
H 6.394 3.237 5.002
H 5.121 1.905 3.006
H 2.536 2.722 3.093
H 2.364 4.363 4.967
H 4.514 4.784 6.182
C 4.092 -4.319 -2.227
C 4.591 -4.754 -0.968
C 3.783 -4.219 -0.002
N 2.818 -3.477 -0.628
C 2.998 -3.534 -1.983
H 4.491 -4.558 -3.198
H 5.444 -5.388 -0.795
H 3.812 -4.302 1.071
H 2.090 -2.969 -0.164
H 2.333 -3.017 -2.655
```

The SMILES is C[C@@H](I)C[PH](CCC(=O)O)(CC(=O)N(C)C)CC(=O)N(C)C.c1cc[nH]c1.c1cc[nH]c1. Its total energy is -2020.0220 Ha. The calculation puts the highest occupied orbital energy at -8.17 eV.



(12)
Below is a molecular structure, C19H38BCoIN8O8PS, with properties calculated with wB97M-V/def2-TZVPD.

```
78
C19H38BCoIN8O8PS wB97M-V/def2-TZVPD
Co -1.101 1.397 0.156
N 1.266 1.885 2.469
N 0.795 1.308 3.675
C -0.523 0.984 3.711
N -0.939 0.284 4.785
N -1.236 1.398 2.669
N -2.528 0.993 2.521
O -2.928 1.089 1.359
O -3.246 0.593 3.432
H 1.066 1.243 1.696
H 2.271 1.961 2.567
H 1.357 0.532 4.007
H -0.240 -0.316 5.196
H -1.862 -0.119 4.688
C -2.499 -2.556 -0.408
C -2.587 -2.948 1.058
C -2.368 -4.446 1.227
C -3.926 -2.519 1.634
O -1.575 -2.313 1.897
P -0.223 -1.588 1.455
O 0.546 -1.296 2.702
O -0.519 -0.456 0.516
O 0.502 -2.742 0.589
C 1.906 -3.064 0.622
C 2.210 -3.850 1.892
C 2.762 -1.804 0.525
C 2.115 -3.933 -0.612
H -3.271 -3.104 -0.953
H -1.529 -2.809 -0.832
H -2.667 -1.494 -0.554
H -3.126 -5.004 0.674
H -2.428 -4.719 2.281
H -1.383 -4.722 0.850
H -4.738 -3.030 1.114
H -4.069 -1.448 1.510
H -3.977 -2.763 2.696
H 1.928 -3.260 2.761
H 3.277 -4.079 1.942
H 1.651 -4.787 1.900
H 2.760 -1.268 1.471
H 2.366 -1.141 -0.245
H 3.790 -2.078 0.273
H 1.412 -4.766 -0.603
H 3.132 -4.328 -0.632
H 1.946 -3.350 -1.518
S -2.377 1.043 -2.098
C -4.016 0.885 -1.756
N -5.150 0.775 -1.543
I -1.469 7.370 1.346
C -1.556 5.532 0.429
C -1.864 5.279 -0.893
N -1.829 3.949 -1.040
N -1.502 3.331 0.093
C -1.340 4.275 1.011
H -2.127 5.937 -1.701
H -1.968 3.356 -1.858
H -1.063 4.014 2.017
C 2.651 3.391 -2.708
C 1.620 2.292 -2.941
C 1.113 2.350 -4.375
O 0.514 2.561 -2.072
B 0.469 1.627 -1.027
O 1.552 0.758 -1.160
C 2.094 0.873 -2.481
C 3.603 0.701 -2.398
C 1.486 -0.267 -3.295
H 2.188 4.354 -2.925
H 3.524 3.275 -3.351
H 2.978 3.402 -1.668
H 0.856 3.380 -4.628
H 0.221 1.740 -4.495
H 1.875 2.010 -5.080
H 4.045 1.406 -1.697
H 4.072 0.836 -3.375
H 3.828 -0.308 -2.052
H 0.399 -0.186 -3.326
H 1.728 -1.206 -2.797
H 1.874 -0.300 -4.314
```

The charge is -1. Its total energy is -4231.8497 Ha. The calculation puts the highest occupied orbital energy (alpha / beta) at -4.42 / -4.84 eV. As for the spin multiplicity: 2. The expectation value of S² is 0.78.